[1]
Molecular formula: C18H36N6O3S3
Method: DFT, ωB97M-V/def2-TZVPD

Spin multiplicity = 1
Orbital gap = 7.93 eV

Last column: Mulliken charge in e.
Geometry (Å):
S 2.705 0.444 -1.041  0.820
S 2.480 -2.957 -2.678  0.389
S 0.095 0.623 -0.918  0.169
O -0.038 2.035 -0.338  -1.728
O 2.114 0.227 -2.397  -0.636
O 3.824 -3.459 -2.086  -0.653
N -2.333 5.325 -2.434  -0.591
N 3.390 1.153 2.341  -0.595
N -1.635 -0.327 2.046  0.130
N -0.247 -2.591 -0.297  -0.115
N -3.462 1.951 0.340  -0.719
N -4.389 -3.608 0.250  -0.675
C -1.603 -0.107 -1.031  -0.565
C 2.832 -1.553 -3.825  -0.608
C 1.623 -2.000 -1.381  -0.344
C -1.293 3.425 -0.914  0.335
C -2.102 -1.309 4.433  -1.624
C -3.561 -1.125 0.417  0.902
C -2.022 -4.340 0.456  -1.901
C -1.869 -0.753 3.102  0.409
C 2.467 2.222 -0.766  1.007
C -1.898 4.460 -1.777  -0.050
C -2.458 1.874 0.924  0.452
C 2.479 1.866 2.025  0.206
C 4.531 0.293 -1.373  -1.386
C 0.560 -0.481 0.470  -1.646
C -4.014 -2.499 0.311  0.091
C 1.352 2.783 1.695  0.388
C -1.058 -3.361 0.035  0.893
C -1.184 1.862 1.658  -0.339
H -0.561 1.053 1.277  0.032
H -1.491 -5.174 0.916  0.374
H 1.571 -0.278 0.823  1.526
H 1.152 -2.663 -0.655  0.340
H 0.474 -1.544 0.245  0.119
H 0.932 2.470 0.739  -0.898
H 4.833 -0.749 -1.477  0.350
H -3.116 -1.686 4.565  0.365
H 0.550 2.856 2.431  0.600
H 3.091 2.588 0.049  0.319
H 3.271 -1.933 -4.747  0.510
H -0.682 2.799 1.415  -0.154
H -2.723 -3.937 1.187  0.405
H -1.884 -0.406 -0.020  -0.823
H -1.439 1.933 2.715  0.510
H -3.245 -0.901 -0.602  0.051
H -4.364 -0.420 0.633  0.594
H -1.327 3.795 0.111  0.213
H -0.245 3.262 -1.167  -0.034
H -1.546 -2.219 4.659  0.311
H 3.544 -0.829 -3.429  0.077
H 4.846 0.881 -2.235  0.409
H 2.394 -1.401 -0.897  0.343
H -1.653 -1.004 -1.648  0.892
H 2.803 2.604 -1.729  0.714
H -0.136 -0.385 1.303  0.702
H 1.880 -1.086 -4.076  0.194
H -2.332 0.608 -1.411  1.000
H 5.171 0.659 -0.571  0.401
H 0.869 -1.264 -1.661  0.231
H 1.407 2.425 -0.613  -1.319
H 1.744 3.799 1.669  0.409
H -2.610 -4.750 -0.366  0.368
H -1.753 2.441 -1.000  -0.370
H -2.727 -1.066 1.116  -1.135
H -1.983 -0.549 5.204  0.355

[2]
Molecular formula: C3H7N3O
Method: DFT, ωB97M-V/def2-TZVPD

Spin multiplicity = 1
Charge = +2
Relative energy (zero: lowest compared OMol25 entry of this formula, charge and spin) = 5.8076 eV
Orbital gap (alpha / beta) = 8.31 / 8.31 eV

Last column: Mulliken charge in e.
Geometry (Å):
O 3.465 -0.427 -0.140  -0.235
N 2.326 -1.002 -0.085  -0.072
N -0.354 0.325 0.002  0.085
N 1.511 1.696 -0.087  -0.112
C -2.760 -0.492 0.063  -0.958
C 0.924 0.574 0.008  0.321
C -1.448 -0.107 0.030  0.638
H 2.127 -1.538 0.773  0.318
H -3.043 -0.965 -0.900  0.359
H -2.948 -1.251 0.846  0.356
H 1.040 2.604 -0.200  0.288
H 2.539 1.726 -0.098  0.263
H -3.439 0.366 0.215  0.351
H 4.071 -0.463 0.639  0.398

[3]
Molecular formula: H8O4
Method: DFT, ωB97M-V/def2-TZVPD

Spin multiplicity = 2
Charge = +1
Relative energy (zero: lowest compared OMol25 entry of this formula, charge and spin) = 0.5334 eV
Orbital gap (alpha / beta) = 12.00 / 4.19 eV

Last column: Löwdin spin population.
Geometry (Å):
O -0.773 -0.253 -0.029  0.317
O -2.494 1.979 -0.303  0.660
O 1.422 -0.566 -1.856  0.000
O 1.104 -1.144 2.229  0.003
H -0.065 -0.236 -0.672  0.005
H -0.357 -0.552 0.779  0.004
H -2.018 2.761 -0.584  0.010
H 1.798 -0.485 2.243  0.000
H -1.824 1.299 -0.242  0.002
H 1.473 -0.253 -2.760  0.000
H 0.990 -1.418 -1.922  0.000
H 0.745 -1.132 3.116  0.000

[4]
Molecular formula: C7H11N4
Method: DFT, ωB97M-V/def2-TZVPD

Spin multiplicity = 1
Charge = +1
Relative energy (zero: lowest compared OMol25 entry of this formula, charge and spin) = 5.1626 eV
SMILES string = CC#CN/C=N\C#[N+]CNC
Orbital gap = 8.56 eV

Last column: Mulliken charge in e.
Geometry (Å):
N -2.066 0.596 -0.226  -0.246
N 2.227 1.401 0.541  -0.377
N 3.192 -0.639 0.032  -0.212
N 0.084 1.804 -0.313  0.013
C -0.340 -2.279 -0.849  -1.281
C -1.386 1.854 -0.415  -0.488
C 3.239 0.593 0.521  0.118
C 2.089 -1.342 -0.394  0.448
C 0.976 -1.719 -0.661  0.073
C -2.219 0.121 1.160  -1.230
C 1.056 1.367 0.134  0.395
H 4.015 -1.138 -0.278  0.301
H -1.569 2.153 -1.428  0.352
H -1.701 2.667 0.339  0.315
H -0.166 -3.208 -1.222  0.456
H -2.810 -0.660 0.931  0.411
H -1.284 -0.047 1.597  0.349
H -3.033 0.656 -0.519  0.273
H -0.905 -1.570 -1.495  0.272
H -0.871 -2.479 0.158  0.206
H 4.276 0.990 0.745  0.362
H -2.802 0.877 1.639  0.492

[5]
Molecular formula: C2H4N6O
Method: DFT, ωB97M-V/def2-TZVPD

Spin multiplicity = 1
Relative energy (zero: lowest compared OMol25 entry of this formula, charge and spin) = 0.3431 eV
SMILES string = Nc1nnnn1NC=O
Orbital gap = 10.55 eV

Last column: Mulliken charge in e.
Geometry (Å):
O 3.379 -0.084 0.081  -0.508
N -0.666 -1.520 -0.129  -0.226
N -2.290 -0.041 0.236  -0.430
N -1.092 1.978 -0.106  -0.478
N 1.122 0.055 -0.498  -0.501
N -1.871 -1.391 0.140  -0.226
N -0.126 -0.224 -0.162  0.625
C -1.171 0.642 -0.038  0.514
C 2.196 -0.003 0.408  0.161
H 1.922 0.106 1.550  0.289
H -1.890 2.344 0.408  0.309
H -0.172 2.391 0.226  0.260
H 1.421 -0.006 -1.419  0.211

[6]
Molecular formula: C7H7ClN4O
Method: DFT, ωB97M-V/def2-TZVPD

Spin multiplicity = 1
Relative energy (zero: lowest compared OMol25 entry of this formula, charge and spin) = 2.5216 eV
SMILES string = [O-][n+]1cnnn1[C@@H]1C=CCC=C1Cl
Orbital gap = 9.56 eV

Last column: Mulliken charge in e.
Geometry (Å):
Cl 0.905 2.941 0.013  -0.187
O 0.544 -1.530 -1.426  -0.760
N 3.356 -0.893 0.249  -0.437
N 2.590 -0.197 0.915  -0.618
N 1.393 -0.365 0.375  0.977
N 1.445 -1.159 -0.655  0.293
C -2.043 -0.406 0.681  -0.665
C -1.225 1.433 -0.811  -0.517
C -0.857 -0.433 1.222  -0.358
C 2.790 -1.456 -0.745  -0.094
C 0.182 0.518 0.910  -0.005
C -0.164 1.560 -0.034  0.175
C -2.369 0.520 -0.471  -0.320
H -2.594 -0.109 -1.482  0.271
H 3.246 -2.037 -1.475  0.484
H -1.358 2.019 -1.713  0.393
H 0.559 0.948 1.815  0.332
H -3.220 1.085 -0.188  0.366
H -2.657 -1.249 0.792  0.404
H -0.523 -1.190 2.028  0.267